[1]
DFT (wB97M-V/def2-TZVPD) results for a molecular structure, C21H34Br6O11S.

XYZ file:
```
73
Properties=species:S:1:pos:R:3:forces:R:3:lowdin_charge:R:1
O -1.6552 4.6194 7.0897 0.0038 -0.7737 -0.3385 0.121
C -1.2640 3.9059 6.2076 0.9276 1.1962 -0.8889 -0.462
O -1.9607 3.6862 5.0601 -0.5556 0.3490 0.7564 0.029
C -1.2523 2.8764 4.1416 -0.3501 -1.2371 -0.5248 -0.193
C -0.1353 2.2110 4.9069 0.9907 0.3263 1.3922 -0.146
C 0.1203 3.2754 6.0243 0.0544 -0.9905 0.3349 -0.056
H -0.9130 3.4621 3.2873 0.0674 0.0916 0.1268 0.084
H -1.9376 2.1033 3.7942 -0.1465 0.2604 -0.2861 0.106
H 0.7056 1.8757 4.2999 0.1635 0.7510 -0.1584 0.096
H -0.4006 1.2824 5.4122 -0.7443 -0.0063 -0.0166 0.107
H 0.9087 3.9914 5.7921 -0.4081 0.3696 -0.3106 0.125
H 0.4155 2.8891 6.9998 0.0131 -0.3634 -0.1127 0.117
O -5.3902 -3.5082 -3.5505 0.2383 0.4282 1.1189 0.115
C -5.0273 -2.5700 -2.8841 0.0322 -0.7289 -1.6095 -0.478
O -4.3889 -2.6867 -1.6908 -0.3093 -1.3225 0.3092 0.031
C -4.1192 -1.4399 -1.0791 0.2924 0.5105 -0.4402 -0.184
C -4.8513 -0.4753 -1.9449 -0.5658 1.9232 -1.3351 -0.176
C -4.9990 -1.1276 -3.3400 -0.2124 -0.3787 1.7010 -0.052
H -3.0529 -1.2178 -1.1224 0.2203 -0.3235 0.1120 0.117
H -4.4524 -1.3951 -0.0422 -0.0097 -0.3905 -0.0447 0.127
H -4.3808 0.5059 -2.0081 0.0083 0.0132 0.2439 0.091
H -5.8726 -0.3226 -1.5959 0.0132 0.0590 0.2114 0.123
H -4.1425 -1.1113 -4.0140 0.0316 0.5618 -0.0069 0.128
H -5.9250 -0.8009 -3.8130 0.3041 -0.2813 -0.2533 0.128
O 0.6267 1.4166 -6.9741 -0.5694 -1.8971 3.9538 0.063
C 0.4285 0.9997 -5.8026 0.7220 2.1200 -4.3939 -0.431
O -0.5148 1.5801 -5.0458 0.4008 0.2139 0.3844 0.049
C -0.4642 1.0805 -3.7101 -1.2474 -0.6704 0.8890 -0.168
C 0.3866 -0.1704 -3.7333 -0.6093 -0.5989 -0.5043 -0.159
C 1.1887 -0.0238 -5.0113 0.7277 -0.0200 0.8341 -0.082
H -1.4817 0.7703 -3.4719 -0.1721 0.2749 0.0937 0.117
H -0.1827 1.7646 -2.9096 0.3586 0.6130 -0.7105 0.102
H -0.3123 -0.9869 -3.9150 0.1688 -0.3636 0.5011 0.116
H 0.9589 -0.3121 -2.8164 -0.0500 -0.0977 -0.1743 0.111
H 1.3864 -0.9753 -5.5049 -0.0609 0.3424 -0.2803 0.129
H 2.1336 0.4264 -4.7070 0.3114 0.1006 -0.5577 0.130
O 4.3305 -1.3553 -0.5397 1.2948 -2.1628 -2.3711 0.062
C 4.7985 -2.1876 -1.3441 -1.7163 2.2698 3.6480 -0.414
O 5.8166 -2.9885 -0.9639 -0.3420 1.6508 1.8308 0.049
C 6.2580 -3.8412 -1.9430 -0.1588 -0.4520 -1.8550 -0.182
C 5.3008 -3.5766 -3.0889 0.0822 -2.1065 -2.3456 -0.168
C 4.3166 -2.5121 -2.7106 0.3987 0.0325 -0.6757 -0.074
H 6.1806 -4.8780 -1.6156 0.3621 0.1377 0.1995 0.133
H 7.2439 -3.5830 -2.3296 0.3396 -0.1414 0.8094 0.130
H 4.8085 -4.5215 -3.3190 -0.3365 0.0627 -0.0151 0.115
H 5.8683 -3.3965 -4.0019 -0.0999 0.4414 0.0079 0.118
H 3.2930 -2.8784 -2.7901 -0.0176 0.1713 0.6203 0.133
H 4.3618 -1.6347 -3.3557 0.1243 0.1118 0.1558 0.131
O 0.0915 1.3679 -0.5660 0.6788 0.4180 2.0996 -0.331
S 0.6881 1.5162 0.7709 0.9734 -1.6591 1.0208 0.705
O 1.0921 2.8039 1.3193 -1.1806 -1.6970 -0.8951 -0.301
O -0.3311 0.8135 1.9404 1.2043 0.8392 -1.0651 -0.301
C -0.8931 -0.4917 1.6985 -0.7769 -0.7157 -1.3934 -0.294
C -2.1230 -0.6696 2.5690 0.2348 0.6848 0.1386 -0.080
C 2.1675 0.3240 1.0133 -1.6322 1.0856 -0.5816 -0.091
H -0.2133 -1.3416 1.7592 0.6650 0.3570 0.7045 0.106
H -1.2051 -0.5469 0.6556 -0.1660 0.3028 -0.2217 0.094
H -2.6709 -1.6048 2.4538 0.4337 -0.1702 -0.3028 0.086
H -2.8012 0.1298 2.2706 -0.1265 0.0402 0.4557 0.015
H -1.8335 -0.5842 3.6164 -0.2148 0.1470 0.0706 0.052
H 2.3217 0.3329 2.0923 0.1149 0.0429 -0.2355 0.034
H 3.0149 0.6867 0.4317 -0.1487 0.0919 0.1719 0.061
H 1.8705 -0.6586 0.6467 -0.0141 0.1293 0.0949 0.047
C -2.4203 3.6861 -0.4324 -0.4709 0.4157 1.1960 -1.444
Br -1.7978 5.1035 0.8740 -0.4942 -1.1039 -1.1434 0.551
Br -3.5082 4.4587 -1.8546 0.6006 -0.4526 0.6674 0.570
Br -3.4447 2.2892 0.6000 0.6380 0.9437 -0.8027 0.570
H -1.5345 3.1860 -0.8239 -0.2639 0.1886 0.0169 -0.057
C 2.1090 -1.6392 4.9414 0.3962 -1.0379 -0.3559 -1.509
Br 0.3333 -2.5079 5.0519 0.9845 0.5577 0.1719 0.553
Br 3.0933 -2.3892 3.3921 -0.5619 0.4863 0.4159 0.538
Br 3.2833 -1.9344 6.4896 -0.9360 0.3225 -0.4586 0.554
H 1.9510 -0.5755 4.7636 0.0924 -0.2933 0.2059 -0.038
```
Forces are in eV/Å.

The energy above the lowest of the compared OMol25 structures with the same formula, charge and spin comes out at 0.00 kcal/mol. For the HOMO energy, the calculation gives -10.19 eV. The value obtained for the total energy is -17490.43017 a.u.


[2]
DFT (wB97M-V/def2-TZVPD) results for 4 unconnected molecules or ions with the total composition H8O4.

XYZ file:
```
12
Properties=species:S:1:pos:R:3:forces:R:3:nbo_charge:R:1
O -23.0220 5.7230 -19.1100 -0.4620 -0.7273 0.2359 -0.970
H -22.3820 5.8710 -19.7920 0.5194 0.2690 -0.4793 0.469
H -23.1550 6.5490 -18.6380 0.0054 0.1170 -0.0146 0.481
O -23.6890 7.7100 -17.3930 0.7349 0.6653 0.8717 -0.955
H -24.0780 7.3370 -16.5930 -0.2967 -0.1520 -0.2028 0.490
H -22.8220 8.0170 -17.0570 -0.4379 -0.1059 -0.4700 0.488
O -23.0650 9.4480 -19.6810 0.0120 1.1247 -0.6164 -0.946
H -23.1310 10.4130 -19.7050 -0.0013 -0.1906 -0.1426 0.476
H -23.7260 9.1950 -19.0540 -0.6737 -0.6604 0.7727 0.499
O -20.5430 8.7740 -19.9200 -0.6922 -0.5978 -0.0526 -0.969
H -20.0080 9.5460 -19.9110 0.9891 0.8646 -0.0086 0.453
H -21.4520 9.1350 -19.9210 0.3030 -0.6065 0.1066 0.484
```
Forces are in eV/Å.

The energy above the lowest of the compared OMol25 structures with the same formula, charge and spin comes out at 19.69 kcal/mol. As for the SMILES: O.O.O.O. For the HOMO energy, the calculation gives -10.61 eV. The value obtained for the total energy is -305.74783 a.u.


[3]
DFT (wB97M-V/def2-TZVPD) results for a single C5H15N2O3PS molecule.

XYZ file:
```
27
Properties=species:S:1:pos:R:3:forces:R:3:nbo_charge:R:1
C -0.0390 -1.7890 0.7427 0.0788 -0.4539 0.6761 -0.446
N 0.1476 -1.4889 -0.6842 1.6695 2.5391 3.1286 -0.770
C -0.3347 -2.4167 -1.5929 0.2356 -2.4956 0.9791 -0.409
P 0.0890 0.0590 -1.2346 0.5940 1.2695 1.3258 1.050
N 0.9622 0.9234 0.0660 -1.2182 -2.3609 -1.5471 -0.762
C 0.5647 2.3003 0.2139 2.2298 1.0857 -2.5924 -0.442
C 2.3631 0.6066 0.1636 0.6983 -0.7116 0.7325 0.071
O 3.2084 1.4352 -0.6211 0.2942 -1.0936 -1.9850 -0.729
S -1.9362 0.4465 -0.4270 -1.5026 2.0600 0.5271 1.773
C -1.9673 0.7676 1.3980 -1.5016 -4.9686 -0.5020 -0.833
O -2.6721 -0.7941 -0.6593 0.3844 0.5560 0.1648 -0.962
O -2.4429 1.7022 -1.0009 0.2442 -0.9642 0.1153 -0.966
H -1.0977 -1.7081 0.9549 -0.4962 -1.0975 -0.1762 0.199
H 0.3627 -2.8046 1.0254 -0.4123 1.0350 -0.4420 0.213
H 0.2994 -1.0274 1.4782 0.8392 -0.4165 -1.0642 0.227
H -1.3510 -2.6741 -1.2830 0.0742 -0.6880 -0.3136 0.214
H -0.4189 -1.8711 -2.4906 0.1675 -0.3340 -1.8265 0.210
H 0.4409 -3.2260 -1.4832 -1.3267 -0.0966 -1.2531 0.192
H -0.4291 2.3992 -0.1044 -1.6799 0.1733 0.4508 0.226
H 0.7920 2.6991 1.1964 -0.0303 0.1473 0.0280 0.209
H 1.0264 2.9163 -0.6575 -0.0108 -0.4450 1.8023 0.192
H 2.6845 -0.4996 0.0841 -1.2453 1.4884 -0.4368 0.189
H 2.5268 0.7963 1.2211 0.9205 0.5437 0.1150 0.176
H 3.3194 1.0446 -1.5594 -0.3901 0.8593 2.3708 0.475
H -1.4858 1.5957 1.7363 1.6072 2.2870 0.5762 0.227
H -3.0420 0.8287 1.6630 0.4770 -0.0236 -0.4459 0.254
H -1.5704 -0.2213 1.8542 -0.7005 2.1054 -0.4075 0.222
```
Forces are in eV/Å.

The energy above the lowest of the compared OMol25 structures with the same formula, charge and spin comes out at 82.06 kcal/mol. As for the SMILES: CN(C)P(N(C)CO)S(C)(=O)=O. For the HOMO energy, the calculation gives -8.68 eV. The value obtained for the total energy is -1274.18430 a.u.


Q: Look up the HOMO energy of the third one.
A: -8.68 eV


Q: HOMO energy of number 2 (H8O4)?
A: -10.61 eV


Q: Which formula does entry 2 have?
A: H8O4